(1)
2 unconnected molecules or ions with the total composition C4H12O2. Source: the Open Molecules 2025 dataset; level of theory: ωB97M-V/def2-TZVPD.

Cartesian coordinates (Å):
O  1.6330  0.1139  0.8437
O  -1.8574  -0.1349  -0.8083
C  -0.9986  -1.3006  1.2852
C  1.3845  1.4171  -1.2325
C  2.0483  0.2225  -0.5123
C  -1.9739  -0.2580  0.5633
H  0.2854  1.3388  -1.1835
H  -1.1746  -1.3472  2.3731
H  0.0398  -0.9722  1.1105
H  3.1430  0.3814  -0.4696
H  0.9685  -0.5973  0.9574
H  -2.1075  0.7680  0.9568
H  1.8613  -0.6629  -1.1499
H  -2.9235  -0.8049  0.7198
H  1.6975  1.3198  -2.2857
H  -1.1229  -2.3128  0.8650
H  1.6827  2.4144  -0.8676
H  -2.5858  0.4148  -1.1653

Properties
- SMILES string = CCO.CCO
- HOMO level (eV) = -9.9
- HOMO-LUMO gap (hartree) = 0.3938


(2)
2 unconnected molecules or ions with the total composition C4H12O2. Source: the Open Molecules 2025 dataset; level of theory: ωB97M-V/def2-TZVPD.

Cartesian coordinates (Å):
O  -2.9093  0.8461  -1.1831
O  2.1965  -2.2939  1.0614
C  -3.3568  1.4689  -0.0094
C  -2.8716  2.9037  0.1831
C  3.9413  -1.6741  -0.4693
C  2.7962  -1.1785  0.4250
H  -1.9514  2.9459  0.7611
H  3.2414  -0.4169  1.0672
H  3.6473  -2.6100  -0.9324
H  1.9698  -0.6302  -0.0333
H  -4.4494  1.5073  -0.0499
H  4.1506  -0.9678  -1.2787
H  4.8446  -1.7885  0.1274
H  -3.5523  3.4792  0.8150
H  -2.6634  3.3737  -0.7806
H  -3.0884  0.9071  0.8965
H  -1.9912  0.5849  -1.0818
H  2.8814  -2.7007  1.6191

Properties
- SMILES string = CCO.CCO
- HOMO level (eV) = -10.3
- HOMO-LUMO gap (hartree) = 0.4035


(3)
2 unconnected molecules or ions with the total composition C4H12O2. Source: the Open Molecules 2025 dataset; level of theory: ωB97M-V/def2-TZVPD.

Cartesian coordinates (Å):
O  -0.5175  -1.8442  -0.3518
O  1.4754  -3.5245  -2.3424
C  -0.5612  2.0288  1.8248
C  0.2417  0.2889  0.3112
C  -0.0257  1.8506  0.4372
C  -0.7706  -0.4795  -0.5326
H  1.5579  -3.2116  -3.2147
H  0.5266  -3.6484  -2.1696
H  1.2946  0.1036  -0.0985
H  -0.7465  -0.0551  -1.5066
H  -0.7576  2.2532  -0.3617
H  -1.3576  1.4772  2.0865
H  0.1324  1.7098  2.5852
H  1.0031  2.4534  0.4293
H  0.2924  -0.2070  1.3435
H  0.4566  -2.0192  -0.5563
H  -0.6020  3.1537  1.9713
H  -1.6421  -0.3297  0.1451

Properties
- SMILES string = CCCCO.O
- HOMO level (eV) = -10.2
- HOMO-LUMO gap (hartree) = 0.4031


Which structure is the least stable? The one labeled (1).


(1)
3 unconnected molecules or ions with the total composition C4H12O2. Source: the Open Molecules 2025 dataset; level of theory: ωB97M-V/def2-TZVPD.

Cartesian coordinates (Å):
O  3.0860  0.6944  -0.0429
O  -3.2467  -0.4799  -0.0058
C  -0.1214  0.9312  1.1615
C  -0.0090  -0.0208  -0.0168
C  -0.1243  0.4033  -1.3044
C  0.3000  -1.4564  0.3232
H  -0.3728  -1.8964  1.1113
H  0.1830  -2.1061  -0.5948
H  -0.9997  0.7088  1.8143
H  -3.7628  -0.8586  -0.7661
H  2.2611  0.6603  -0.5022
H  0.6949  0.8341  1.8352
H  -0.2731  1.4324  -1.5617
H  -0.0064  -0.3237  -2.1313
H  1.3687  -1.5511  0.7212
H  3.6142  1.3458  -0.5740
H  -2.3497  -0.3234  -0.2845
H  -0.2419  2.0061  0.8179

Properties
- SMILES string = C=C(C)C.O.O
- HOMO level (eV) = -9.8
- HOMO-LUMO gap (hartree) = 0.3855


(2)
3 unconnected molecules or ions with the total composition C4H12O2. Source: the Open Molecules 2025 dataset; level of theory: ωB97M-V/def2-TZVPD.

Cartesian coordinates (Å):
O  -1.2225  -2.1194  -2.5496
O  2.6635  0.0778  -0.6929
C  -0.6244  0.9307  0.3916
C  -0.0264  -0.0555  1.0434
C  -0.6200  2.3410  0.9101
C  0.0713  -1.4903  0.6140
H  -0.0881  3.0002  0.2190
H  -1.4826  -2.8059  -1.9265
H  0.8049  -2.0324  1.2027
H  -0.0773  2.3804  1.8502
H  -1.6173  2.7341  1.0926
H  0.2783  -1.5685  -0.4516
H  -1.3043  -1.2904  -2.0650
H  0.2968  0.1214  2.0616
H  -1.0933  0.7657  -0.5778
H  1.7311  0.3085  -0.7237
H  -0.8761  -2.0284  0.7664
H  3.1865  0.7309  -1.1645

Properties
- SMILES string = C/C=C/C.O.O
- HOMO level (eV) = -9.6
- HOMO-LUMO gap (hartree) = 0.3817


(3)
2 unconnected molecules or ions with the total composition C4H12O2. Source: the Open Molecules 2025 dataset; level of theory: ωB97M-V/def2-TZVPD.

Cartesian coordinates (Å):
O  1.5519  -0.6007  -2.8519
O  -2.8813  0.7225  -0.6264
C  -1.4447  0.7853  -0.7071
C  1.4402  -0.6632  1.3905
C  0.4999  0.4422  0.9776
C  -0.7955  0.0106  0.3780
H  1.7137  -1.3576  0.6073
H  0.8923  -0.8541  -2.1987
H  -0.8639  -1.0989  0.1475
H  -1.1015  0.4861  -1.7155
H  0.9828  -1.2710  2.1852
H  1.1081  1.2214  0.4346
H  -3.2334  0.0288  -0.0200
H  -1.5000  -0.1721  1.3200
H  -1.3149  1.8771  -0.6867
H  0.2707  1.1568  1.8487
H  2.3333  -0.3541  -2.3498
H  2.3422  -0.3592  1.8666

Properties
- SMILES string = CCCCO.O
- HOMO level (eV) = -10.2
- HOMO-LUMO gap (hartree) = 0.4028


Which structure is the least stable? The one labeled (3).


(1)
A gas-phase ion, C6H14NO (charge -1). Source: the Open Molecules 2025 dataset; level of theory: ωB97M-V/def2-TZVPD.

Cartesian coordinates (Å):
O  -0.8705  -1.0523  2.6073
N  -0.5904  -0.2217  -0.0130
C  0.5875  3.1056  -1.6146
C  0.1341  1.1074  -0.1180
C  -0.2389  1.8062  -1.5027
C  -0.3814  -2.6919  0.7042
C  -0.2177  -2.1466  2.2712
C  0.1807  -1.5272  -0.1523
H  -1.3828  -2.6897  0.6923
H  0.0006  1.2936  -2.4102
H  0.7054  3.5474  -0.6193
H  -0.0862  -3.6454  0.4617
H  1.1976  0.8860  -0.0779
H  -1.0629  -0.3133  0.9173
H  0.9153  -1.9702  2.3831
H  0.1381  3.6849  -2.3061
H  -0.1199  1.7998  0.7644
H  -0.4753  -2.9850  2.9081
H  0.0409  -1.7772  -1.1900
H  -1.2330  2.1649  -1.9586
H  1.5690  2.9594  -1.7967
H  1.1897  -1.3347  0.0496

Properties
- SMILES string = CCCNCCC[O-]
- net charge = -1
- HOMO level (eV) = -2.4
- HOMO-LUMO gap (hartree) = 0.2238


(2)
A gas-phase ion, C6H14NO (charge -1). Source: the Open Molecules 2025 dataset; level of theory: ωB97M-V/def2-TZVPD.

Cartesian coordinates (Å):
O  -1.5695  -0.2070  -1.5572
N  -0.5143  -1.6738  -0.1348
C  -0.3680  2.3213  -0.0291
C  0.9885  1.8764  0.4848
C  1.5642  0.6056  -0.1451
C  -1.7937  -0.9765  -0.4948
C  1.6369  -0.6471  0.7133
C  0.2499  -1.2854  1.0089
H  1.7223  2.6500  0.2260
H  -2.5844  -1.7737  -0.6393
H  0.0226  -1.8357  -0.9355
H  0.4482  -2.1624  1.6460
H  -0.9434  1.4402  -0.3811
H  -0.2454  -0.4781  1.5619
H  0.9709  1.7828  1.5780
H  1.9753  -0.2804  1.6943
H  2.2741  -1.4272  0.2868
H  -0.3436  2.8680  -0.9798
H  2.4743  0.7990  -0.7247
H  0.8835  0.3744  -0.9870
H  -1.1125  2.8460  0.5771
H  -2.2017  -0.4427  0.3923

Properties
- SMILES string = CCCCCNC[O-]
- net charge = -1
- HOMO level (eV) = -2.5
- HOMO-LUMO gap (hartree) = 0.2385


Which structure is the least stable? The one labeled (1).


(1)
A gas-phase ion, C6H14NO (charge -1). Source: the Open Molecules 2025 dataset; level of theory: ωB97M-V/def2-TZVPD.

Cartesian coordinates (Å):
O  -1.2616  -1.9209  2.2528
N  0.5431  -0.1761  -1.2012
C  0.0437  -2.1823  2.1117
C  0.1658  2.2804  -1.7609
C  -0.1525  -0.5748  0.0663
C  -0.2040  0.8056  -1.9955
C  -0.6830  0.5804  0.9048
C  0.7555  -1.5160  0.8411
H  1.5912  -0.8984  1.2060
H  -0.6038  2.8051  -1.1689
H  -1.6060  1.0218  0.5027
H  0.6172  -1.8269  3.0089
H  0.2539  2.8859  -2.6664
H  -1.2682  0.7097  -1.7640
H  -0.9894  0.1163  1.8358
H  -0.0616  0.5500  -3.0456
H  0.0283  1.3993  1.0396
H  1.0485  -2.3220  0.1726
H  1.4042  0.2748  -0.8903
H  1.0656  2.3882  -1.1609
H  0.3278  -3.2611  1.9964
H  -1.0144  -1.1388  -0.2849

Properties
- SMILES string = CCN[C@H](C)CC[O-]
- net charge = -1
- HOMO level (eV) = -2.3
- HOMO-LUMO gap (hartree) = 0.2170


(2)
A gas-phase ion, C6H14NO (charge -1). Source: the Open Molecules 2025 dataset; level of theory: ωB97M-V/def2-TZVPD.

Cartesian coordinates (Å):
O  0.6367  0.4869  2.5667
N  -0.6344  -0.2540  0.1785
C  0.0305  0.7945  -1.9935
C  -0.2593  2.1600  -2.5707
C  -0.9207  -2.0895  1.7343
C  0.0982  -1.2600  0.9534
C  1.1271  -0.5732  1.9307
C  0.1672  0.7875  -0.4476
H  0.3979  2.9428  -2.2077
H  -1.2649  2.5004  -2.2820
H  2.0450  -0.3530  1.3020
H  -1.9187  -1.8812  1.3647
H  -1.3001  0.1598  0.8124
H  1.0086  0.4478  -2.3529
H  -0.0878  1.7619  -0.0536
H  1.2048  0.5918  -0.2194
H  -0.2379  2.1501  -3.6567
H  -0.6936  0.0451  -2.2729
H  -0.8195  -1.9361  2.8006
H  -0.7333  -3.1527  1.5703
H  0.6783  -1.8861  0.2699
H  1.4761  -1.4429  2.5735

Properties
- SMILES string = CCCN[C@H](C)C[O-]
- net charge = -1
- HOMO level (eV) = -2.4
- HOMO-LUMO gap (hartree) = 0.2289


Which structure is the least stable? The one labeled (1).


(1)
C2H4N2S in the gas phase. Source: the Open Molecules 2025 dataset; level of theory: ωB97M-V/def2-TZVPD.

Cartesian coordinates (Å):
S  1.9938  -0.3425  -0.0600
N  0.7250  -1.4824  0.2458
N  -0.5845  -1.3284  0.1094
C  -1.1999  -0.2231  0.0695
C  1.3140  1.0100  0.4725
H  -2.2641  -0.3159  -0.0824
H  -0.7618  0.7662  0.0790
H  1.9685  1.8656  0.3020
H  1.0220  -2.4406  0.1095

Properties
- HOMO level (eV) = -8.5
- HOMO-LUMO gap (hartree) = 0.3127


(2)
A molecular structure, C2H4N2S. Source: the Open Molecules 2025 dataset; level of theory: ωB97M-V/def2-TZVPD.

Cartesian coordinates (Å):
S  0.7589  -1.6148  0.8784
N  2.2262  1.5988  -0.1714
N  0.5371  -0.0888  0.1631
C  -1.1029  0.0661  -0.6645
C  1.4052  0.8154  -0.1160
H  -1.0003  0.7868  -1.4956
H  0.4057  -1.1914  2.2000
H  -1.4730  -0.9393  -0.8326
H  -1.7568  0.5672  0.0387

Properties
- HOMO level (eV) = -9.6
- HOMO-LUMO gap (hartree) = 0.3678


Which structure is the least stable? The one labeled (1).